(1)
{
  "formula": "C25H45ClP2Tc",
  "method": "wB97M-V/def2-TZVPD",
  "elements": ["C", "H", "H", "H", "H", "H", "P", "C", "H", "H", "C", "H", "H", "H", "H", "H", "H", "H", "H", "Tc", "H", "H", "C", "H", "H", "H", "C", "H", "C", "H", "C", "C", "C", "H", "H", "C", "C", "H", "H", "H", "C", "P", "Cl", "H", "C", "H", "H", "C", "C", "C", "H", "H", "H", "H", "C", "H", "C", "H", "H", "C", "C", "H", "H", "C", "H", "C", "H", "H", "C", "H", "C", "C", "H", "H"],
  "xyz": [[2.138, 0.016, 3.094], [-1.678, 1.418, -4.191], [3.393, -2.465, 2.727], [2.135, 2.211, 0.427], [3.788, -0.361, -1.968], [-1.455, -0.558, -3.073], [-1.363, -1.420, -0.835], [0.000, -2.957, 2.784], [4.037, 0.688, -0.553], [2.348, -2.052, 0.414], [-0.973, 0.567, 3.210], [-0.614, 4.227, -3.829], [2.273, 3.191, -1.620], [-0.385, 1.473, 3.047], [1.857, 1.072, 3.068], [0.875, 4.675, -0.319], [2.562, -4.022, 2.533], [-2.555, 2.901, -3.938], [0.049, 1.109, -2.486], [0.279, -0.271, 0.545], [-1.040, 0.397, 4.291], [-3.654, -0.691, -1.289], [1.386, -2.028, -0.125], [-1.187, -4.732, 2.524], [-1.650, 2.398, -0.055], [1.131, 0.011, -3.308], [-1.878, 1.977, -2.120], [0.567, -5.018, 2.580], [-1.755, -3.214, -0.877], [0.796, -2.894, 0.230], [-0.630, -0.925, -2.448], [1.257, 3.367, -1.977], [0.513, 0.127, -2.418], [-1.986, 0.747, 2.829], [-2.790, -3.014, 2.212], [-0.396, 3.148, -3.911], [-2.434, -2.223, 2.892], [3.096, -0.094, 2.559], [-2.823, 0.382, -0.109], [0.791, 1.353, 1.217], [-1.047, 4.180, -1.241], [1.718, 0.359, -1.040], [1.874, -2.524, -1.817], [-1.515, 4.606, -2.139], [-0.366, -0.636, 2.572], [-0.150, 2.952, -4.977], [3.633, 1.413, -2.128], [-0.248, -4.415, 3.001], [1.259, -2.345, 2.748], [0.849, 2.776, -3.117], [0.469, 2.429, -0.167], [-1.773, -3.600, 0.156], [-2.749, -3.372, -1.330], [2.625, -3.250, 4.119], [-1.684, 2.331, -3.576], [0.649, 5.399, -1.904], [1.101, -0.901, 2.541], [-2.638, -2.573, 3.918], [-3.429, -1.209, 0.417], [-0.991, -1.961, 2.694], [2.529, -3.050, 3.042], [-0.326, -4.675, 4.072], [-1.000, -3.768, -1.453], [3.436, 0.553, -1.469], [-3.021, -1.319, 2.721], [1.182, 1.696, 0.212], [-2.578, 1.154, -1.969], [2.318, -0.268, 4.145], [-2.976, -0.660, -0.425], [1.505, 2.061, -3.641], [-1.471, 2.732, -1.081], [0.493, 4.470, -1.328], [-0.251, -1.846, -2.907], [-1.452, 4.748, -0.387]],
  "forces_ev_per_angstrom": [[0.730, 0.032, 0.365], [-0.050, 0.096, 0.285], [0.032, -0.047, 0.109], [-0.435, -0.248, 0.224], [-0.174, 0.232, 0.121], [0.361, 0.080, -0.038], [0.038, 0.420, 0.756], [-0.480, 0.253, 0.022], [-0.331, -0.061, -0.246], [-0.534, 0.153, -0.368], [-0.485, 0.271, 0.445], [0.306, -0.540, -0.047], [-0.218, -0.044, -0.082], [-0.079, -0.034, 0.087], [0.020, -0.128, 0.054], [0.036, -0.064, -0.209], [0.008, 0.116, 0.143], [0.156, -0.150, 0.115], [0.124, -0.423, 0.126], [-0.554, -5.814, 0.483], [-0.078, 0.253, -0.068], [0.040, 0.001, 0.287], [0.363, -1.576, 0.587], [0.264, 0.017, 0.155], [-0.243, -0.025, -0.197], [-0.081, -0.136, -0.145], [-0.648, 0.882, 0.206], [-0.251, 0.076, 0.109], [0.251, 0.005, 0.055], [0.304, 0.362, -0.092], [-0.071, -0.443, -0.176], [0.330, 0.213, -1.951], [-0.266, 0.221, -0.567], [0.165, 0.084, 0.152], [0.026, 0.152, 0.255], [0.002, -0.110, -0.392], [-0.357, 0.088, -0.326], [-0.224, 0.126, 0.210], [-0.165, -0.343, -0.099], [0.373, 0.788, 0.279], [0.538, 0.511, 0.097], [-1.123, 1.141, 0.084], [0.038, 0.073, 0.467], [-0.045, -0.273, 0.425], [1.397, -0.772, 0.038], [-0.245, 0.253, 0.599], [-0.325, -0.237, 0.173], [-0.112, -0.327, -0.057], [-0.587, 0.865, 0.061], [0.736, 1.077, -0.190], [0.320, -0.270, 0.297], [0.003, 0.147, -0.397], [0.415, 0.147, 0.118], [-0.112, 0.092, -0.172], [0.239, 0.294, -0.190], [-0.071, -0.259, 0.251], [-1.304, -0.459, 0.738], [0.159, 0.090, -0.283], [0.243, 0.063, -0.380], [0.762, -0.263, 0.185], [0.187, 0.026, -0.539], [0.033, 0.167, -0.372], [-0.213, 0.176, 0.200], [0.958, -0.119, -0.051], [-0.070, -0.131, 0.086], [1.165, 1.861, -1.422], [0.653, -0.057, 0.146], [0.090, 0.360, -0.263], [-0.048, 0.158, -0.224], [-0.131, 0.561, 0.416], [-0.916, 0.102, -0.717], [-0.634, 0.246, 0.459], [-0.309, 0.234, 0.107], [0.100, -0.216, -0.317]],
  "e_homo_ha": [-0.4851, -0.5204],
  "spin_multiplicity": 4,
  "orbital_gap_ev": [5.8, 6.6],
  "s_squared": 3.792,
  "total_charge": 2
}

=====

(2)
{
  "formula": "CHBr2FS",
  "method": "wB97M-V/def2-TZVPD",
  "elements": ["Br", "H", "Br", "S", "C", "F"],
  "xyz": [[1.094, -0.392, 0.566], [2.792, 1.702, 0.470], [-1.881, -0.210, -1.518], [1.480, 1.744, 0.104], [-1.395, -1.528, -0.344], [-2.091, -1.316, 0.721]],
  "forces_ev_per_angstrom": [[0.412, 0.554, 0.021], [-0.523, 0.023, -0.158], [-0.423, 1.250, -1.418], [0.442, -0.470, 0.275], [0.397, -1.230, 0.490], [-0.306, -0.127, 0.791]],
  "e_homo_ha": -0.3501,
  "orbital_gap_ev": 8.7
}

=====

(3)
{
  "formula": "C10H34CsN11O4",
  "method": "wB97M-V/def2-TZVPD",
  "elements": ["H", "H", "C", "H", "H", "H", "H", "H", "C", "C", "H", "H", "H", "H", "H", "N", "H", "O", "H", "N", "N", "C", "N", "N", "N", "H", "H", "O", "H", "H", "N", "H", "H", "H", "O", "C", "H", "H", "C", "H", "N", "H", "H", "H", "Cs", "O", "N", "H", "C", "H", "C", "N", "H", "H", "N", "H", "H", "C", "H", "C"],
  "xyz": [[-7.603, 5.525, 5.795], [-14.737, 3.937, 6.441], [-14.258, 5.952, 6.840], [-11.713, 3.519, 11.532], [-12.849, 4.533, 11.612], [-11.621, 8.736, 8.575], [-10.839, 2.338, 7.931], [-13.450, 8.593, 6.129], [-10.167, 1.211, 10.833], [-7.540, 6.999, 11.074], [-9.192, 2.104, 8.664], [-10.242, 6.700, 11.276], [-12.428, 3.246, 5.951], [-12.261, 6.413, 6.386], [-10.145, 5.453, 12.291], [-7.209, 4.324, 8.289], [-14.726, 5.737, 7.815], [-10.900, 1.988, 11.430], [-6.723, 4.155, 9.150], [-8.348, 4.809, 5.809], [-9.640, 5.900, 11.501], [-6.825, 3.450, 7.220], [-9.031, 0.682, 11.295], [-7.144, 7.397, 8.850], [-10.650, 8.192, 6.821], [-5.809, 3.707, 7.019], [-6.108, 7.542, 12.499], [-7.473, 7.030, 7.672], [-7.147, 3.207, 5.075], [-8.349, 0.163, 10.769], [-7.941, 6.965, 9.802], [-10.655, 8.454, 5.839], [-8.907, 4.931, 4.925], [-5.798, 8.005, 10.800], [-11.907, 4.414, 11.864], [-13.962, 4.631, 6.099], [-11.942, 9.933, 7.354], [-8.874, 0.566, 12.277], [-11.760, 8.850, 7.510], [-13.903, 8.418, 7.790], [-13.060, 6.738, 7.001], [-9.993, -0.265, 9.186], [-8.527, 2.764, 6.040], [-14.052, 4.797, 5.014], [-10.072, 5.325, 8.389], [-6.167, 8.125, 9.027], [-6.344, 7.464, 11.499], [-8.186, 6.516, 13.016], [-10.587, 0.663, 9.370], [-11.636, 0.381, 9.448], [-13.123, 8.143, 7.082], [-8.405, 6.488, 11.994], [-6.787, 2.403, 7.602], [-9.707, 8.419, 7.204], [-12.624, 4.152, 6.418], [-12.623, 3.931, 7.426], [-7.202, 5.300, 7.982], [-7.714, 3.531, 5.986], [-15.067, 6.509, 6.275], [-10.205, 1.725, 8.539]],
  "forces_ev_per_angstrom": [[-0.801, -0.191, -0.093], [-0.127, -0.132, -0.417], [-0.644, 0.583, -0.547], [0.425, -0.196, 0.157], [0.921, 0.047, 0.394], [0.067, -0.237, 0.379], [-0.483, -0.018, -0.204], [0.066, 0.152, -0.164], [-2.241, -1.434, -2.316], [0.053, 0.043, 0.050], [-0.042, -0.019, -0.208], [0.071, -0.205, -0.025], [-0.243, 0.873, 0.359], [-1.547, 0.467, 1.019], [0.673, 0.085, -0.714], [-1.520, 0.201, 0.223], [0.270, 0.007, -0.022], [0.638, -0.364, 0.565], [0.282, 0.119, 0.075], [0.044, 1.803, -0.904], [0.308, 0.716, 1.315], [0.499, -0.883, 0.608], [1.404, -0.374, 1.212], [-0.176, -0.287, -1.741], [0.686, 0.705, 0.081], [1.032, -0.099, -1.082], [-0.440, -0.173, -1.098], [-0.103, 0.637, 0.537], [0.028, 0.217, 0.710], [-0.659, -0.088, -0.632], [-0.637, -0.413, 1.418], [0.183, -0.052, 0.113], [0.998, -0.564, 1.250], [-0.653, -0.575, 0.569], [-1.514, 0.283, -0.478], [-0.425, 0.479, 0.109], [0.497, -0.336, -0.247], [-0.065, 0.727, 0.462], [-1.473, -0.827, -0.379], [-0.017, 0.175, 0.269], [2.259, -1.580, -0.614], [-0.303, 0.080, 0.235], [0.467, 0.480, 0.330], [0.102, -0.180, 0.339], [-0.404, -0.225, -0.018], [0.965, 0.794, 0.271], [0.773, 0.476, 0.694], [-0.456, 0.015, -1.692], [0.725, -1.137, 3.236], [-0.080, 0.219, -0.214], [0.352, 1.478, 0.088], [-0.171, -0.235, 0.603], [-0.242, 0.578, -0.410], [-1.062, -0.128, -0.400], [0.281, -1.156, 0.348], [0.169, 0.038, -0.560], [0.271, -0.433, 0.417], [-0.750, -1.957, -1.233], [0.683, -0.447, 0.270], [1.090, 2.465, -2.289]],
  "e_homo_ha": [-0.2068, -0.1134],
  "orbital_gap_ev": [5.6, 2.2]
}

=====

(4)
{
  "formula": "C2H2LiO2Rb",
  "method": "wB97M-V/def2-TZVPD",
  "elements": ["Rb", "C", "H", "O", "H", "O", "C", "Li"],
  "xyz": [[-4.810, -0.304, 0.598], [-0.331, 1.068, -0.282], [1.993, -0.384, -0.865], [0.927, 1.206, 0.010], [2.169, -0.140, 1.005], [-1.239, 0.395, -0.569], [1.575, -0.054, 0.090], [-0.283, -1.787, 0.013]],
  "forces_ev_per_angstrom": [[0.104, 0.187, -0.064], [2.599, 5.848, 0.993], [0.461, 0.690, 0.392], [-2.276, -0.277, -0.705], [0.131, 0.382, -0.709], [-1.695, -3.877, -0.407], [-0.312, -3.965, 0.571], [0.988, 1.012, -0.071]],
  "e_homo_ha": [-0.3467, -0.3437],
  "spin_multiplicity": 2,
  "orbital_gap_ev": [4.9, 4.7],
  "s_squared": 0.753,
  "total_charge": 1
}